{
  "formula": "C5H9FN2O2",
  "method": "ωB97M-V/def2-TZVPD",
  "symbols": ["H", "C", "H", "N", "H", "C", "H", "O", "H", "F", "N", "C", "C", "H", "H", "C", "H", "H", "O"],
  "xyz": [[0.51472, 2.58198, 0.55846], [0.00766, 0.10330, 0.11053], [-3.35025, -1.45518, 0.03261], [1.05114, 0.48843, 0.64849], [0.16254, -1.77997, -0.93220], [3.30712, -0.75686, -0.34191], [2.25695, 2.09202, 0.34467], [3.60352, 0.32781, -0.59789], [-1.94523, 0.97345, 0.29135], [-4.03598, -1.52065, 0.64705], [-1.75995, -0.86385, -0.65256], [1.26627, 1.86221, 0.93292], [-0.40264, -1.27247, -0.20030], [-0.69080, -1.75489, 0.75461], [1.49377, 1.96662, 2.13097], [-1.34657, 0.56842, -0.46181], [-1.78610, -0.94812, -1.75489], [-1.34642, 1.22088, -1.33820], [3.00024, -1.83316, -0.17192]],
  "smiles": "CN=C1CNC1.O=C=O.F",
  "e_homo_ev": -9.93,
  "total_charge": 0,
  "de_lowest_kcal_mol": 7.84,
  "e_lumo_ev": 0.4400
}